Run 1
Here is a 2-piece molecular cluster, C8H8N4O4 overall from the Open Molecules 2025 dataset. Energies are from wB97M-V/def2-TZVPD.

```
24
Properties=species:S:1:pos:R:3:nbo_charge:R:1
O -0.313 -2.589 -0.617 -0.60
C -0.950 -1.575 -0.370 0.65
C -1.522 -0.688 -1.406 -0.40
C -2.070 0.496 -1.020 0.08
N -2.273 0.843 0.298 -0.61
C -1.588 0.151 1.323 0.79
O -1.505 0.536 2.475 -0.61
N -1.100 -1.068 0.958 -0.65
H -1.505 -0.943 -2.479 0.25
H -2.632 1.103 -1.743 0.23
H -2.423 1.795 0.584 0.43
H -0.683 -1.627 1.652 0.44
O 0.493 2.674 -0.269 -0.61
C 1.063 1.603 -0.167 0.63
C 1.616 0.887 -1.290 -0.41
C 2.035 -0.403 -1.066 0.10
N 2.001 -0.923 0.169 -0.60
C 1.601 -0.308 1.335 0.79
O 1.548 -0.960 2.357 -0.62
N 1.225 1.019 1.109 -0.66
H 1.676 1.429 -2.250 0.25
H 2.498 -1.006 -1.793 0.22
H 2.143 -1.909 0.371 0.44
H 0.665 1.463 1.844 0.45
```

## Properties
charge: 0
Kohn-Sham gap: 9.61 eV

Run 2
Here is a 2-piece molecular cluster, C8H8N4O4 overall from the Open Molecules 2025 dataset. Energies are from wB97M-V/def2-TZVPD.

```
24
Properties=species:S:1:pos:R:3:nbo_charge:R:1
O 0.744 -3.995 2.382 -0.57
C 0.931 -2.957 1.782 0.63
C 1.211 -1.664 2.388 -0.38
C 1.405 -0.562 1.610 0.07
N 1.362 -0.659 0.226 -0.63
C 1.054 -1.850 -0.448 0.78
O 0.966 -1.904 -1.641 -0.60
N 0.917 -2.938 0.390 -0.63
H 1.341 -1.581 3.472 0.25
H 1.590 0.421 2.039 0.23
H 1.347 0.165 -0.351 0.45
H 0.719 -3.819 -0.068 0.44
O -0.139 3.780 -2.499 -0.54
C -0.218 2.920 -1.612 0.68
C 0.366 1.581 -1.408 -0.52
C -0.411 0.489 -0.946 0.07
N -1.543 0.741 -0.176 -0.63
C -2.095 2.023 -0.037 0.79
O -3.169 1.885 0.543 -0.60
N -1.184 3.123 -0.448 -0.69
H 1.421 1.511 -1.926 0.25
H -0.142 -0.585 -1.226 0.27
H -2.149 -0.011 0.279 0.45
H -1.673 4.028 -0.422 0.42
```

## Properties
charge: 0
Kohn-Sham gap: 9.23 eV

According to the calculations, the structures order from most to least stable as run 1, run 2.

Run 1
Here is a 2-piece molecular cluster, C8H8N4O4 overall from the Open Molecules 2025 dataset. Energies are from wB97M-V/def2-TZVPD.

```
24
Properties=species:S:1:pos:R:3:nbo_charge:R:1
O -0.431 3.447 0.032 -0.56
C -1.177 2.750 0.618 0.62
C -2.098 3.231 1.450 -0.41
C -3.014 2.391 1.959 0.10
N -3.124 1.185 1.365 -0.62
C -2.117 0.422 0.598 0.79
O -2.204 -0.800 0.477 -0.63
N -1.130 1.283 0.419 -0.67
H -2.052 4.353 1.705 0.25
H -4.074 2.749 2.399 0.22
H -3.824 0.679 1.843 0.40
H -0.433 1.011 -0.398 0.46
O 1.084 0.645 -0.409 -0.62
C 1.354 -0.539 -0.791 0.65
C 0.559 -1.413 -1.667 -0.37
C 1.005 -2.682 -1.916 0.07
N 2.282 -3.083 -1.546 -0.57
C 2.902 -2.435 -0.546 0.77
O 3.743 -2.948 0.226 -0.61
N 2.416 -1.191 -0.354 -0.61
H -0.539 -1.157 -1.921 0.27
H 0.502 -3.426 -2.511 0.23
H 2.504 -3.974 -1.639 0.41
H 2.786 -0.696 0.502 0.45
```

## Properties
charge: 0
Kohn-Sham gap: 8.92 eV

Run 2
Here is a 2-piece molecular cluster, C8H8N4O4 overall from the Open Molecules 2025 dataset. Energies are from wB97M-V/def2-TZVPD.

```
24
Properties=species:S:1:pos:R:3:nbo_charge:R:1
O -1.173 1.091 0.740 -0.64
C -2.310 0.527 0.488 0.62
C -3.605 0.909 0.922 -0.40
C -4.745 0.271 0.468 0.08
N -4.561 -0.971 -0.143 -0.62
C -3.291 -1.476 -0.590 0.77
O -3.194 -2.688 -0.913 -0.62
N -2.248 -0.696 -0.312 -0.64
H -3.778 1.709 1.870 0.25
H -5.662 0.834 0.758 0.25
H -5.513 -1.613 -0.196 0.45
H -1.168 -1.036 -0.320 0.50
O 5.897 -0.851 -0.718 -0.56
C 4.823 -0.279 -0.593 0.66
C 4.569 1.117 -0.101 -0.39
C 3.377 1.458 0.329 0.05
N 2.185 0.788 0.233 -0.62
C 2.254 -0.339 -0.455 0.79
O 1.136 -0.825 -0.670 -0.67
N 3.542 -0.972 -0.773 -0.69
H 5.553 1.785 -0.258 0.27
H 3.389 2.407 1.001 0.23
H 1.185 0.997 0.146 0.49
H 3.340 -2.149 -0.913 0.46
```

## Properties
charge: 0
Kohn-Sham gap: 9.30 eV

According to the calculations, the structures order from most to least stable as run 1, run 2.

Run 1
Here is C6H8O2 as an isolated structure from the Open Molecules 2025 dataset. Energies are from wB97M-V/def2-TZVPD.

```
16
Properties=species:S:1:pos:R:3:nbo_charge:R:1
C -1.878 -0.059 0.600 0.20
C -0.434 -0.135 -0.788 -0.31
C -0.109 -1.460 -0.738 -0.15
O -1.297 0.211 1.734 -0.64
H -0.573 1.128 1.448 0.51
H -2.406 0.775 0.133 0.19
H -2.380 -1.027 0.537 0.17
H -1.113 0.221 -1.558 0.27
H -0.857 -2.241 -0.793 0.19
H 0.895 -1.794 -0.509 0.22
C 0.624 0.991 -0.467 0.02
C 1.887 0.404 0.015 -0.02
C 2.922 -0.018 0.455 -0.26
O 0.051 1.842 0.439 -0.82
H 0.846 1.510 -1.417 0.19
H 3.821 -0.347 0.908 0.24
```

## Properties
charge: 0
Kohn-Sham gap: 7.43 eV

Run 2
Here is one molecule with the formula C6H8O2 from the Open Molecules 2025 dataset. Energies are from wB97M-V/def2-TZVPD.

```
16
Properties=species:S:1:pos:R:3:nbo_charge:R:1
C 0.296 1.777 0.021 -0.36
C 0.009 0.452 -0.175 0.00
C 1.074 -0.454 0.522 -0.57
C 2.260 -0.954 -0.249 0.42
O 3.444 -0.352 -0.165 -0.51
C -1.215 -0.047 -0.756 -0.59
C -2.185 -0.596 0.166 0.43
O -3.405 -0.565 0.084 -0.52
H 1.054 2.012 0.904 0.22
H -0.478 2.540 -0.430 0.22
H 0.701 -1.222 1.445 0.25
H 1.471 0.349 1.208 0.24
H 1.864 -1.780 -1.032 0.13
H -1.957 0.526 -1.222 0.27
H -0.929 -0.828 -1.537 0.25
H -2.003 -0.857 1.214 0.13
```

## Properties
charge: 0
Kohn-Sham gap: 9.72 eV

According to the calculations, the structures order from most to least stable as run 2, run 1.